Entry from the Open Molecules 2025 dataset: a cluster of 3 separate species, C3H12NO3 in total in a non-equilibrium geometry (wB97M-V/def2-TZVPD).

Last column: Mulliken charge in e.
Cartesian coordinates (Å):
C (-0.35, 0.76, 0.21)  -0.363
C (-0.07, 1.33, 1.61)  -0.520
C (-0.16, 0.25, 2.72)  -0.111
O (-0.01, -0.92, 2.51)  -0.407
N (0.23, 1.82, -0.70)  -0.378
H (-1.40, 0.81, -0.12)  0.337
H (0.04, -0.23, 0.07)  0.314
H (-1.00, 1.75, 2.05)  0.230
H (0.70, 2.09, 1.68)  0.458
H (-0.40, 0.63, 3.73)  0.351
H (0.20, 1.60, -1.71)  0.315
H (1.22, 2.08, -0.58)  0.369
H (-0.16, 2.76, -0.73)  0.391
H (-1.00, -4.57, -1.25)  0.326
H (-0.03, -4.51, -0.06)  0.319
O (-0.54, -3.96, -0.66)  -0.633
H (1.42, -0.08, -3.31)  0.320
H (0.65, -1.29, -2.67)  0.328
O (0.67, -0.32, -2.77)  -0.645

The value obtained for the relative energy (zero: lowest compared OMol25 entry of this formula, charge and spin) is 35.43 kcal/mol. The calculation puts the HOMO energy at -13.61 eV. For the calculated total energy, the calculation gives -401.692513 a.u. Its charge is +1. Its HOMO-LUMO gap is 10.04 eV. The largest force on an atom comes out at 0.0713 hartree/bohr.

Entry from the Open Molecules 2025 dataset: a cluster of 5 separate species, C11H21Cl8N3O3 in total in a non-equilibrium geometry (wB97M-V/def2-TZVPD).

Last column: Mulliken spin population.
Cartesian coordinates (Å):
C (0.68, -2.37, -2.73)  0.000
O (-0.14, -2.89, -3.48)  0.000
N (0.84, -1.03, -2.67)  0.000
C (1.89, -0.42, -1.85)  0.000
C (0.16, -0.07, -3.59)  0.000
H (1.37, -2.90, -2.06)  0.000
H (2.61, 0.16, -2.43)  0.000
H (2.54, -1.12, -1.31)  0.000
H (1.41, 0.37, -1.28)  0.000
H (0.35, 0.97, -3.34)  0.000
H (0.45, -0.17, -4.64)  0.000
H (-0.92, -0.24, -3.49)  0.000
C (1.42, -0.70, 3.92)  0.000
O (0.82, -0.66, 5.00)  0.001
N (1.96, -1.80, 3.28)  0.002
C (2.24, -1.70, 1.82)  0.000
C (1.75, -3.15, 3.83)  0.000
H (1.55, 0.27, 3.41)  0.000
H (3.00, -2.40, 1.49)  0.000
H (2.56, -0.68, 1.59)  0.000
H (1.38, -1.94, 1.19)  0.000
H (0.90, -3.70, 3.41)  0.001
H (2.65, -3.72, 3.61)  0.000
H (1.63, -3.18, 4.92)  0.000
C (-3.18, -2.05, 1.67)  -0.019
O (-2.65, -2.71, 2.54)  0.871
N (-2.59, -1.03, 1.10)  0.047
C (-3.43, -0.20, 0.14)  0.007
C (-1.30, -0.48, 1.58)  0.015
H (-4.09, -2.39, 1.16)  0.077
H (-2.83, 0.16, -0.69)  0.001
H (-3.85, 0.60, 0.75)  0.000
H (-4.29, -0.78, -0.21)  -0.002
H (-1.51, 0.59, 1.66)  -0.003
H (-1.04, -0.88, 2.56)  -0.001
H (-0.53, -0.66, 0.83)  0.003
C (0.54, 3.15, 0.34)  0.000
Cl (1.24, 4.61, 1.09)  0.000
Cl (1.19, 1.67, 1.18)  0.000
Cl (-1.28, 3.11, 0.27)  0.000
Cl (1.04, 3.10, -1.42)  0.000
C (-0.95, 5.43, -3.80)  0.000
Cl (0.37, 6.53, -4.20)  0.000
Cl (-1.49, 5.70, -2.10)  0.000
Cl (-2.17, 5.78, -5.04)  0.000
Cl (-0.30, 3.80, -4.00)  0.000

The calculation puts the HOMO energy (spin up / spin down) at -11.80 / -11.80 eV. For the calculated total energy, the calculation gives -4502.837982 a.u. Its charge is +1. Its HOMO-LUMO gap (spin up / spin down) is 7.93 / 2.85 eV. The spin multiplicity is 2. The largest force on an atom comes out at 0.0873 hartree/bohr.

Entry from the Open Molecules 2025 dataset: the ion C9H13ClN with charge +1 in a non-equilibrium geometry (wB97M-V/def2-TZVPD).

Last column: Mulliken charge in e.
Cartesian coordinates (Å):
C (0.58, 2.53, -0.98)  -0.929
N (-0.12, 1.52, -0.09)  0.306
C (0.73, 1.08, 1.07)  -0.525
C (0.68, -0.46, 1.12)  -0.868
C (0.35, -0.89, -0.30)  0.086
C (-0.42, -2.18, -0.69)  -0.667
C (-1.73, -2.42, -0.16)  -0.409
C (-2.64, -1.42, 0.03)  -0.479
C (-2.23, -0.14, -0.21)  0.200
Cl (-3.26, 1.34, 0.03)  -0.187
C (-0.49, 0.27, -0.69)  -0.445
H (-0.11, 2.53, -1.79)  0.403
H (0.56, 3.43, -0.41)  0.407
H (1.58, 2.08, -1.35)  0.327
H (-0.98, 1.95, 0.19)  0.345
H (0.38, 1.46, 1.99)  0.292
H (1.89, 1.31, 0.98)  0.293
H (1.73, -0.81, 1.41)  0.347
H (-0.02, -0.71, 1.83)  0.410
H (1.26, -1.00, -0.81)  0.480
H (0.34, -3.05, -0.60)  0.341
H (-0.55, -1.91, -1.77)  0.331
H (-2.09, -3.42, 0.16)  0.386
H (-3.61, -1.60, 0.24)  0.554

The value obtained for the relative energy (zero: lowest compared OMol25 entry of this formula, charge and spin) is 69.77 kcal/mol. The calculation puts the HOMO energy (spin up / spin down) at -12.98 / -11.75 eV. For the calculated total energy, the calculation gives -865.255471 a.u. Its charge is +1. Its HOMO-LUMO gap (spin up / spin down) is 8.49 / 6.84 eV. Its SMILES is C[N@@H+]1CC[C@H]2CC=CC(Cl)=C21. The largest force on an atom comes out at 0.1313 hartree/bohr.

Entry from the Open Molecules 2025 dataset: a cluster of 3 separate species, C3H11NO3 in total in a non-equilibrium geometry (wB97M-V/def2-TZVPD).

Last column: Mulliken charge in e.
Cartesian coordinates (Å):
C (1.02, 0.63, 1.47)  -0.897
N (1.14, -0.55, 2.35)  0.109
C (2.06, -1.58, 1.88)  -0.927
C (0.11, -0.95, 3.27)  0.025
O (-0.69, -0.14, 3.68)  -0.505
H (0.24, 0.73, 0.72)  0.287
H (2.05, 0.94, 1.04)  0.326
H (0.82, 1.52, 2.09)  0.313
H (2.65, -1.43, 1.06)  0.403
H (1.45, -2.60, 1.79)  0.249
H (2.70, -1.90, 2.74)  0.310
H (0.19, -1.99, 3.72)  0.306
O (-1.67, 2.32, -6.28)  -0.649
H (-1.66, 1.71, -5.57)  0.321
H (-2.64, 2.38, -6.56)  0.324
O (-2.56, 0.64, -2.66)  -0.645
H (-1.83, 0.13, -2.25)  0.326
H (-3.38, 0.13, -2.49)  0.322

The value obtained for the relative energy (zero: lowest compared OMol25 entry of this formula, charge and spin) is 52.54 kcal/mol. The calculation puts the HOMO energy at -9.24 eV. For the calculated total energy, the calculation gives -401.329326 a.u. Its HOMO-LUMO gap is 9.64 eV. Its SMILES is CN(C)C=O.O.O. The largest force on an atom comes out at 0.1184 hartree/bohr.

Entry from the Open Molecules 2025 dataset: a cluster of 2 separate species, C34H40NOSi in total in a non-equilibrium geometry (wB97M-V/def2-TZVPD).

Last column: Mulliken charge in e.
Cartesian coordinates (Å):
C (1.45, 2.78, -1.05)  -0.782
Si (0.03, 3.01, 0.15)  1.004
C (0.43, 4.31, 1.40)  -1.273
C (-1.61, 3.37, -0.67)  -1.069
O (-0.10, 1.49, 0.83)  -1.048
C (-0.56, 0.80, 1.98)  3.398
C (0.63, 0.54, 2.92)  -0.657
C (1.92, 0.60, 2.41)  -0.234
C (3.02, 0.46, 3.26)  -0.912
C (2.83, 0.20, 4.62)  -0.663
C (1.53, 0.06, 5.13)  -1.078
C (0.43, 0.25, 4.28)  0.117
C (-1.62, 1.68, 2.67)  0.275
C (-1.21, 2.61, 3.64)  -0.519
C (-2.11, 3.56, 4.13)  -0.810
C (-3.43, 3.56, 3.69)  -0.592
C (-3.84, 2.63, 2.72)  -0.840
C (-2.94, 1.70, 2.20)  -0.364
C (-1.12, -0.58, 1.51)  -1.537
C (-0.46, -1.88, 2.01)  -0.890
C (-1.08, -2.95, 1.08)  -0.758
C (-1.80, -2.15, -0.03)  -0.320
N (-1.17, -0.83, 0.09)  0.365
H (1.44, 3.56, -1.83)  0.430
H (2.40, 2.85, -0.51)  0.365
H (1.40, 1.80, -1.53)  -0.231
H (0.86, 5.19, 0.90)  0.474
H (-0.45, 4.64, 1.95)  0.269
H (1.17, 3.95, 2.12)  0.291
H (-1.52, 4.24, -1.34)  0.454
H (-1.97, 2.52, -1.25)  0.225
H (-2.37, 3.61, 0.09)  0.271
H (2.07, 0.78, 1.34)  0.330
H (4.02, 0.54, 2.83)  0.432
H (3.69, 0.11, 5.29)  0.410
H (1.37, -0.20, 6.17)  0.438
H (-0.58, 0.20, 4.69)  0.535
H (-0.18, 2.60, 4.00)  0.432
H (-1.76, 4.30, 4.86)  0.401
H (-4.14, 4.29, 4.08)  0.411
H (-4.87, 2.64, 2.36)  0.417
H (-3.24, 1.01, 1.42)  0.237
H (-2.16, -0.63, 1.87)  0.580
H (0.62, -1.83, 1.85)  0.252
H (-0.64, -2.02, 3.08)  0.500
H (-0.29, -3.57, 0.64)  0.320
H (-1.77, -3.62, 1.61)  0.304
H (-1.72, -2.59, -1.02)  0.007
H (-2.87, -2.07, 0.23)  0.498
H (-1.63, -0.09, -0.44)  0.086
C (4.06, -5.22, -3.91)  -1.433
C (3.01, -4.36, -3.28)  1.124
C (3.17, -3.78, -2.01)  -1.011
C (2.24, -2.88, -1.52)  -0.093
C (1.12, -2.47, -2.30)  1.084
C (0.35, -1.32, -1.94)  -0.050
C (-0.46, -0.64, -2.95)  0.975
C (-0.03, 0.59, -3.52)  -0.147
C (-0.79, 1.22, -4.49)  -0.824
C (-1.98, 0.64, -4.95)  -0.484
C (-2.40, -0.60, -4.44)  -0.941
C (-1.63, -1.25, -3.47)  -0.112
C (0.89, -3.20, -3.52)  -0.366
C (1.84, -4.07, -4.01)  -1.078
H (3.59, -5.98, -4.53)  0.386
H (4.75, -4.65, -4.55)  0.295
H (4.66, -5.71, -3.13)  0.384
H (4.06, -4.04, -1.43)  0.378
H (2.37, -2.42, -0.54)  0.488
H (0.69, -0.75, -1.08)  -0.619
H (0.93, 1.00, -3.21)  0.463
H (-0.44, 2.17, -4.91)  0.456
H (-2.56, 1.13, -5.74)  0.417
H (-3.31, -1.07, -4.81)  0.420
H (-1.92, -2.25, -3.11)  0.460
H (-0.01, -3.00, -4.09)  0.471
H (1.71, -4.55, -4.98)  0.405

The calculation puts the HOMO energy at -11.07 eV. For the calculated total energy, the calculation gives -1738.866381 a.u. Its charge is +1. Its HOMO-LUMO gap is 5.84 eV. The largest force on an atom comes out at 0.0516 hartree/bohr.

Entry from the Open Molecules 2025 dataset: the molecule CH3Br2IOSi in a non-equilibrium geometry (wB97M-V/def2-TZVPD).

Last column: Mulliken charge in e.
Cartesian coordinates (Å):
C (-0.42, 0.45, -1.36)  -0.663
O (-0.40, 0.54, 0.03)  -0.046
Si (0.40, -0.25, 1.17)  0.365
Br (2.57, -0.62, 0.96)  -0.177
Br (-0.59, -2.56, 1.46)  -0.299
I (-0.14, 1.27, 3.02)  -0.021
H (0.34, 0.96, -1.92)  0.284
H (-1.34, 0.80, -1.80)  0.266
H (-0.43, -0.61, -1.56)  0.291

The value obtained for the relative energy (zero: lowest compared OMol25 entry of this formula, charge and spin) is 7.66 kcal/mol. The calculation puts the HOMO energy at -10.09 eV. For the calculated total energy, the calculation gives -5850.499135 a.u. Its HOMO-LUMO gap is 9.41 eV. Its SMILES is CO[Si](Br)(Br)I. The largest force on an atom comes out at 0.0507 hartree/bohr.